Entry 1:
Computed, not measured: a cluster of 10 separate species, C75H158F12N10O8S4 in total at a distorted geometry, with ωB97M-V/def2-TZVPD.

```
267
Properties=species:S:1:pos:R:3:forces:R:3
C -4.264 -10.989 5.860 -3.0 4.1 0.3
C -4.906 -11.989 5.011 5.5 -0.4 -4.5
C -5.616 -13.152 5.442 0.7 -2.7 2.3
C -4.853 -14.029 6.535 -0.4 0.7 -3.3
N -5.754 -15.005 7.153 -0.4 0.9 3.0
C -4.862 -15.809 8.159 0.1 0.9 0.0
C -5.202 -15.272 9.545 -0.4 -0.5 -1.4
C -6.627 -14.834 9.421 0.2 -1.6 -2.9
C -6.842 -14.242 8.045 1.3 -0.7 0.3
C -6.451 -15.990 6.318 1.4 -0.7 -1.6
H -5.205 -10.476 6.032 0.0 1.9 0.7
H -3.579 -10.261 5.345 -0.5 -1.1 0.7
H -4.048 -11.148 6.871 1.2 -1.1 1.2
H -3.904 -12.013 4.388 -1.1 -2.9 0.5
H -5.331 -11.718 4.069 -1.5 1.8 0.0
H -5.945 -13.703 4.573 0.4 -0.8 -0.2
H -6.539 -12.951 5.908 -1.4 1.1 0.6
H -4.227 -13.475 7.238 -0.8 0.1 0.4
H -4.130 -14.567 5.963 0.6 -0.8 -0.3
H -5.121 -16.827 8.063 -0.8 -1.1 0.1
H -3.824 -15.828 7.806 -0.2 0.7 0.2
H -5.160 -16.030 10.237 -0.2 -2.5 1.3
H -4.506 -14.676 10.060 0.9 2.0 -0.3
H -7.376 -15.566 9.488 -0.3 -2.5 -0.1
H -6.997 -14.347 10.200 -0.9 3.5 3.2
H -7.815 -14.442 7.590 0.2 0.4 0.2
H -6.592 -13.211 8.184 0.1 0.8 -1.1
H -5.635 -16.627 5.916 -0.7 0.2 -0.2
H -7.108 -15.645 5.525 0.4 0.7 0.0
H -7.064 -16.604 6.924 -0.4 -0.5 1.0
C -7.006 6.548 -1.520 -1.7 -2.2 0.6
C -7.186 5.377 -0.464 0.1 1.0 -0.1
C -6.094 4.331 -0.707 0.1 -1.8 0.4
C -6.162 3.293 0.468 -0.1 0.7 0.3
N -5.402 1.960 0.452 -1.1 -0.3 -1.5
C -5.388 1.309 1.783 -1.2 0.1 0.9
C -4.435 2.081 2.687 0.1 0.3 -2.3
C -3.480 2.739 1.600 -0.1 -0.3 0.3
C -3.950 2.163 0.246 1.7 -0.6 0.0
C -6.129 1.081 -0.573 1.0 0.2 0.1
H -7.799 7.285 -1.586 -0.1 0.0 0.5
H -6.958 6.081 -2.496 0.0 -0.2 -0.3
H -6.084 6.971 -1.344 2.0 1.4 0.3
H -8.134 4.886 -0.660 -0.3 0.0 0.1
H -7.208 5.697 0.629 0.2 -0.1 -1.4
H -5.081 4.724 -0.795 0.0 0.3 0.2
H -6.289 3.807 -1.646 -0.1 0.2 -0.1
H -7.201 3.042 0.688 0.1 -0.1 -0.2
H -5.813 3.848 1.325 0.2 -0.1 0.5
H -4.966 0.326 1.717 0.1 -0.6 -0.8
H -6.420 1.190 2.107 0.0 0.2 0.3
H -4.020 1.318 3.312 0.7 0.2 0.7
H -4.921 2.883 3.196 -0.3 0.2 0.8
H -2.404 2.559 1.764 -0.6 0.1 -0.2
H -3.696 3.798 1.611 0.4 0.4 0.1
H -3.419 1.180 0.176 -1.0 0.6 -0.4
H -3.737 2.744 -0.665 -0.1 -0.1 0.5
H -5.729 0.063 -0.589 0.6 0.5 -0.2
H -6.145 1.611 -1.527 0.4 -0.4 0.1
H -7.149 0.933 -0.302 -0.8 0.4 0.7
C -4.336 -3.952 2.275 0.4 0.8 -2.4
C -5.700 -4.342 1.696 -0.1 -0.9 1.4
C -5.664 -4.576 0.227 -0.7 -0.3 -1.5
C -6.919 -5.334 -0.174 -0.1 0.1 -2.2
N -7.177 -5.350 -1.721 -1.2 0.7 0.0
C -8.256 -6.414 -1.994 0.1 -0.2 -1.2
C -7.522 -7.751 -2.349 0.6 0.7 0.1
C -6.034 -7.356 -2.162 0.1 0.4 -0.9
C -6.040 -5.842 -2.516 1.9 -1.3 0.8
C -7.572 -3.932 -2.257 0.8 -1.7 0.9
H -3.835 -3.187 1.585 -0.8 -1.0 1.1
H -3.656 -4.785 2.339 0.2 -0.5 0.0
H -4.403 -3.517 3.225 -0.2 0.6 1.4
H -6.467 -3.600 1.961 0.2 -0.1 -0.2
H -6.074 -5.316 2.130 0.5 1.0 0.1
H -4.870 -5.230 -0.111 0.6 0.0 0.5
H -5.524 -3.651 -0.360 -0.3 -0.2 0.4
H -7.855 -4.987 0.193 -0.6 0.8 0.6
H -6.929 -6.387 0.073 0.5 -0.2 0.3
H -8.824 -5.995 -2.809 -0.1 -0.2 -0.6
H -8.992 -6.551 -1.228 0.1 0.3 1.0
H -7.657 -8.064 -3.402 -0.2 0.4 0.6
H -7.833 -8.582 -1.713 0.0 0.2 -0.1
H -5.378 -7.904 -2.819 0.1 -0.1 -0.5
H -5.591 -7.543 -1.191 -0.3 0.1 0.5
H -6.216 -5.707 -3.590 -0.2 0.1 0.4
H -5.079 -5.337 -2.229 -1.0 -0.3 -0.3
H -7.643 -3.976 -3.332 -0.5 -0.4 -0.3
H -6.636 -3.368 -2.119 -0.9 0.5 0.6
H -8.537 -3.682 -1.781 0.9 0.5 -0.2
C 5.720 10.274 -11.234 -1.4 0.3 -0.3
C 5.490 9.089 -10.268 0.3 1.2 0.4
C 6.100 9.242 -8.814 0.2 -1.2 -0.7
C 5.285 8.179 -8.051 1.2 -0.1 1.6
N 5.636 7.940 -6.525 -0.3 -0.7 -0.8
C 6.819 7.040 -6.298 1.0 0.3 -1.2
C 6.332 5.604 -6.646 1.5 0.4 0.6
C 4.808 5.731 -6.527 0.7 -2.4 -0.2
C 4.571 7.062 -5.991 -2.4 1.2 0.7
C 5.723 9.196 -5.775 -0.1 -0.1 0.3
H 5.278 9.968 -12.210 -0.2 0.6 0.7
H 6.709 10.524 -11.538 1.3 -0.2 0.4
H 5.296 11.260 -10.856 0.1 -1.4 -0.5
H 5.802 8.136 -10.733 0.1 0.4 0.3
H 4.399 9.017 -10.133 0.2 0.0 -0.1
H 5.961 10.225 -8.333 -0.3 -0.3 -0.5
H 7.208 9.097 -8.835 -0.9 -0.3 0.1
H 5.139 7.168 -8.453 0.9 0.4 -0.4
H 4.296 8.533 -7.952 -1.2 0.7 0.0
H 7.108 7.162 -5.274 -0.2 -0.2 0.8
H 7.695 7.438 -6.841 -0.5 -0.3 -0.2
H 6.835 4.900 -5.927 -0.8 0.6 -0.6
H 6.657 5.286 -7.639 -0.1 0.2 0.1
H 4.476 5.006 -5.800 -0.4 -0.3 0.1
H 4.324 5.519 -7.473 -0.1 0.0 -0.1
H 4.541 6.995 -4.895 0.6 0.5 -0.2
H 3.583 7.450 -6.289 0.4 0.1 0.1
H 5.621 8.959 -4.723 0.1 0.0 0.2
H 4.927 9.871 -6.050 -0.2 0.1 -0.2
H 6.685 9.617 -5.970 0.5 0.6 -0.1
C 0.529 -2.510 3.835 1.2 0.4 -0.6
C 1.710 -2.049 4.808 -2.0 -0.6 -1.1
C 2.177 -0.640 4.539 -0.5 0.6 0.3
C 3.021 -0.249 5.738 -0.4 0.1 1.4
N 3.890 0.934 5.684 0.1 1.7 0.4
C 4.298 1.415 7.087 -1.3 0.2 0.3
C 5.360 2.452 6.759 -0.3 -0.1 0.5
C 6.167 1.711 5.756 1.5 -0.6 -2.2
C 5.223 0.680 5.129 0.3 -2.2 -1.7
C 3.275 2.066 4.943 -1.3 0.6 1.7
H -0.170 -3.308 4.088 0.4 0.0 0.8
H 1.051 -2.893 2.931 -0.5 0.4 0.3
H -0.091 -1.666 3.524 0.1 0.1 0.0
H 2.513 -2.697 4.560 0.9 -0.8 0.3
H 1.485 -2.117 5.859 -0.4 -0.4 0.4
H 1.296 0.036 4.450 0.7 -0.3 0.0
H 2.729 -0.601 3.626 0.4 0.1 -0.8
H 3.717 -1.022 6.124 -0.9 -0.1 -0.3
H 2.309 0.043 6.522 0.1 -0.6 0.1
H 3.390 1.861 7.492 0.1 -0.2 0.4
H 4.611 0.535 7.733 -0.2 1.1 -1.0
H 4.972 3.416 6.402 0.0 -0.4 0.3
H 5.993 2.618 7.591 0.3 0.5 1.1
H 6.664 2.290 4.964 -0.5 0.3 0.2
H 7.032 1.225 6.203 -0.2 -0.3 0.3
H 5.155 0.659 3.992 0.2 0.1 1.4
H 5.332 -0.385 5.475 1.0 1.0 -0.5
H 2.453 2.590 5.515 0.9 -0.9 -0.5
H 2.935 1.727 4.016 -0.7 -0.7 -1.2
H 4.024 2.766 4.722 0.9 1.0 -0.2
C -4.562 10.724 1.461 0.3 0.5 -1.7
C -3.209 11.421 1.455 -2.1 1.0 -1.9
C -2.257 11.069 2.488 1.3 -1.4 1.8
C -0.935 11.674 2.062 -0.4 -1.0 -1.0
N 0.258 11.165 2.767 0.6 -1.0 -1.2
C 1.570 11.676 2.054 -1.1 -0.4 0.6
C 2.677 10.810 2.639 -0.3 -0.2 -1.2
C 1.999 9.482 2.984 -1.1 -0.4 -0.3
C 0.520 9.655 2.576 -0.1 0.5 0.6
C 0.107 11.435 4.220 0.2 -1.3 0.0
H -5.194 11.141 2.205 -0.6 0.0 0.9
H -4.485 9.648 1.538 -0.1 -0.3 0.0
H -5.007 11.020 0.480 0.0 -0.6 0.7
H -3.504 12.461 1.555 0.4 0.5 -0.2
H -2.773 11.307 0.426 -0.2 0.0 0.9
H -2.237 9.959 2.530 0.4 0.4 0.1
H -2.502 11.408 3.516 -0.3 -0.1 -0.7
H -1.018 12.731 2.224 0.4 0.7 0.0
H -0.844 11.472 0.972 0.4 0.2 0.7
H 1.575 12.735 2.213 0.5 0.6 0.2
H 1.432 11.483 0.985 -0.3 0.0 0.3
H 3.121 11.337 3.447 0.5 0.0 0.9
H 3.438 10.576 1.901 0.2 0.5 -0.1
H 2.131 9.214 4.006 -0.1 0.0 1.0
H 2.331 8.604 2.437 0.5 0.2 -0.3
H -0.214 9.048 3.126 0.3 0.4 -0.1
H 0.436 9.446 1.512 -0.3 0.1 -0.1
H -0.012 12.469 4.461 0.0 0.6 -0.1
H 0.977 11.011 4.661 0.8 0.2 0.7
H -0.714 10.823 4.628 0.1 0.5 -0.5
C -2.581 1.549 -4.228 -1.0 -1.7 0.4
C -1.094 1.264 -4.182 0.3 0.2 -0.2
C -0.599 0.364 -5.322 1.6 0.3 -0.1
C -1.105 -1.023 -5.157 -0.6 -0.6 -0.2
N -0.938 -2.030 -6.337 -0.1 1.8 1.3
C -1.968 -1.707 -7.365 -1.3 -0.9 -0.1
C -3.263 -2.242 -6.716 -1.8 1.5 0.0
C -2.833 -3.497 -5.974 1.3 -0.2 -1.2
C -1.308 -3.409 -5.887 1.1 -0.2 0.6
C 0.388 -1.952 -6.932 1.1 -0.8 -1.4
H -2.873 2.037 -3.314 0.0 1.2 0.0
H -3.260 0.642 -4.077 1.0 0.6 -0.8
H -2.822 2.061 -5.166 -0.4 0.1 0.5
H -0.794 0.886 -3.202 0.0 -0.1 -0.2
H -0.586 2.229 -4.307 0.0 -0.2 0.1
H 0.529 0.360 -5.309 -1.0 0.0 -0.1
H -0.903 0.760 -6.275 -0.2 0.5 -0.5
H -2.158 -1.037 -4.971 -0.7 0.2 0.0
H -0.713 -1.373 -4.231 0.8 -1.1 0.4
H -1.767 -2.311 -8.262 0.2 0.3 0.2
H -1.965 -0.655 -7.622 0.1 0.1 0.1
H -4.081 -2.431 -7.462 1.0 0.1 0.5
H -3.735 -1.473 -6.026 0.7 -0.9 -0.7
H -3.026 -4.357 -6.593 -0.4 -0.4 0.0
H -3.209 -3.654 -5.002 -0.9 0.1 1.0
H -0.745 -4.056 -6.577 -0.5 -0.1 0.3
H -0.924 -3.569 -4.858 -0.1 0.1 -0.7
H 0.606 -0.955 -7.364 -0.5 -0.7 0.0
H 0.399 -2.787 -7.701 0.4 1.3 0.6
H 1.181 -2.136 -6.214 -0.1 -0.2 0.3
C 7.202 -4.293 2.067 0.9 0.5 -2.0
C 8.599 -3.795 1.526 -0.8 0.4 0.3
C 8.820 -4.400 0.148 1.6 -0.3 0.2
N 10.099 -3.906 -0.517 1.0 2.0 2.4
C 11.278 -4.140 0.439 0.1 0.5 -0.5
C 9.988 -2.323 -0.787 1.6 -2.3 -1.2
C 10.874 -2.117 -2.063 0.2 1.6 2.1
C 11.421 -3.448 -2.441 0.9 -0.8 0.1
C 10.485 -4.447 -1.824 -1.1 -2.1 -0.5
H 6.414 -3.823 1.459 0.1 -0.1 0.3
H 7.048 -4.038 3.088 0.0 0.0 0.8
H 7.121 -5.372 1.894 0.0 0.1 0.4
H 9.382 -3.968 2.274 0.0 -0.8 -0.4
H 8.693 -2.711 1.417 -0.8 0.1 0.1
H 8.044 -4.235 -0.563 -0.9 0.5 -0.3
H 8.894 -5.466 0.240 0.3 -0.7 0.0
H 11.422 -3.298 1.103 -0.3 0.1 0.2
H 12.182 -4.203 -0.163 -0.1 -0.2 0.2
H 11.150 -5.038 1.023 -0.2 -0.3 -0.1
H 10.399 -1.813 0.071 -0.5 0.2 0.2
H 8.969 -2.193 -1.034 -1.1 0.6 0.3
H 11.656 -1.418 -1.722 -0.1 -0.3 -0.6
H 10.315 -1.598 -2.804 -0.5 0.2 -0.8
H 12.418 -3.569 -1.951 -0.7 0.0 -0.6
H 11.573 -3.667 -3.496 -0.1 0.3 0.0
H 11.011 -5.405 -1.698 -0.4 0.1 0.2
H 9.509 -4.687 -2.306 0.9 0.5 -0.4
C -2.192 -3.548 -0.842 -1.6 1.6 -0.3
F -1.194 -3.522 -1.712 0.5 -0.2 0.3
F -2.969 -4.595 -1.201 0.3 0.0 0.7
F -1.745 -3.656 0.421 -0.3 -0.2 -1.2
S -3.193 -1.846 -1.165 5.4 -1.2 -0.3
O -3.772 -2.097 -2.432 -0.7 -0.2 -1.5
O -4.035 -1.494 -0.111 -2.2 0.5 2.6
N -1.907 -0.941 -1.272 -0.2 -0.5 -0.8
S -1.066 -0.035 -0.293 -0.7 -0.5 -1.1
O -1.074 1.275 -0.837 0.8 1.2 -0.6
O -1.397 -0.135 1.072 -0.6 -0.6 2.3
C 0.685 -0.704 -0.375 -1.7 -0.2 1.7
F 0.730 -1.983 0.011 -0.2 -0.2 0.2
F 1.111 -0.633 -1.570 1.2 0.4 -2.5
F 1.431 0.004 0.461 0.2 0.2 0.0
C 6.533 5.759 -2.113 1.7 0.7 1.5
F 7.474 5.559 -1.146 -1.2 -0.2 -0.1
F 6.699 4.819 -3.004 -0.5 -1.1 -0.7
F 6.913 6.891 -2.679 -0.3 1.4 -0.8
S 4.770 5.916 -1.530 0.3 -0.8 1.4
O 4.008 5.734 -2.751 0.2 0.4 0.6
O 4.639 7.154 -0.763 0.2 -1.7 -1.2
N 4.910 4.575 -0.619 -0.8 1.0 -0.3
S 3.715 3.609 -0.258 -1.8 1.6 -1.0
O 3.644 2.475 -1.128 0.3 -0.8 0.3
O 2.396 4.251 -0.032 2.6 -0.8 0.5
C 4.396 2.975 1.396 0.2 1.9 -0.3
F 5.317 2.051 1.380 1.0 -1.2 -0.9
F 3.377 2.492 2.048 -1.9 -0.9 0.9
F 4.905 3.960 2.149 -0.1 0.6 -0.1
```
Positions in Å, forces in eV/Å.

Values from the calculation:
E_LUMO, eV: -7.57
HOMO-LUMO gap, eV: 8.830
Charge: +6

Atomic partial charges in e from the Mulliken method, atoms 1 to 8:
1 C -1.31
2 C -0.78
3 C -0.41
4 C -1.14
5 N 0.33
6 C -0.54
7 C -0.76
8 C -0.93

***

Entry 2:
Computed, not measured: a structure of composition C21H21ClN2PTi at a distorted geometry, with ωB97M-V/def2-TZVPD.

```
47
Properties=species:S:1:pos:R:3:forces:R:3
Ti -0.733 0.110 1.126 1.7 -1.9 -0.2
Cl -0.133 -1.632 -0.077 -0.3 0.8 0.4
P -1.183 1.894 -0.329 -0.4 1.3 -1.3
C -0.446 3.443 0.258 -0.1 0.0 0.3
C -1.142 4.289 1.141 0.2 -0.1 -0.2
C -0.552 5.497 1.527 0.1 0.1 0.0
C 0.717 5.854 1.044 -0.3 -0.2 -0.1
C 1.421 4.976 0.208 -0.1 -0.1 0.0
C 0.854 3.760 -0.172 -0.4 0.2 0.2
C -1.504 1.977 -2.112 -0.4 0.0 -0.6
C -2.102 0.864 -2.734 0.2 0.0 0.0
C -2.290 0.836 -4.118 -0.1 0.2 0.1
C -2.010 1.977 -4.879 0.2 0.2 0.6
C -1.551 3.144 -4.242 -0.2 -0.3 0.0
C -1.274 3.141 -2.873 0.0 -0.2 0.3
C -2.808 1.702 0.454 0.0 -0.1 0.2
C -3.056 0.636 1.363 -0.3 0.0 0.0
C -4.336 0.476 1.910 0.1 -0.3 0.2
C -5.371 1.342 1.552 0.3 0.1 -0.1
C -5.120 2.396 0.652 -0.1 -0.2 0.1
C -3.847 2.581 0.107 -0.5 -0.4 0.4
H -2.462 0.032 -2.127 0.3 0.0 -0.2
H -2.693 -0.063 -4.602 0.2 0.5 0.3
H -2.170 1.972 -5.955 0.0 0.0 0.2
H -1.434 4.067 -4.814 0.1 -0.4 0.2
H -0.926 4.045 -2.373 0.1 -0.2 -0.3
H -2.135 3.996 1.512 0.6 0.3 -0.2
H -1.098 6.174 2.199 0.3 -0.3 -0.4
H 1.146 6.828 1.300 -0.1 -0.4 0.0
H 2.411 5.230 -0.169 -0.2 0.0 0.2
H 1.387 3.054 -0.806 0.0 0.3 -0.1
H -2.371 -0.253 1.687 -1.9 0.9 -0.2
H -4.486 -0.356 2.606 -0.2 0.4 -0.3
H -6.373 1.198 1.973 0.5 0.1 -0.2
H -5.939 3.071 0.372 0.4 -0.3 0.1
H -3.672 3.390 -0.602 0.0 -0.2 0.2
H -1.805 4.623 4.568 -0.2 -0.2 0.0
H -2.379 4.148 4.668 0.2 0.2 0.0
N 2.889 1.189 2.677 -0.9 -0.3 0.2
C 2.388 0.740 3.918 -0.2 0.3 -0.9
C 1.069 0.450 3.715 0.3 0.0 -0.6
N 0.764 0.665 2.362 1.2 0.9 0.4
C 1.883 1.149 1.783 0.1 -0.2 0.8
H 3.850 1.499 2.486 -0.7 -0.2 0.2
H 3.011 0.698 4.797 -0.1 0.0 -0.1
H 0.280 0.129 4.383 0.4 -0.1 0.1
H 1.916 1.506 0.760 0.3 -0.2 0.3
```
Positions in Å, forces in eV/Å.

Values from the calculation:
Spin multiplicity: 2
E_LUMO (alpha / beta), eV: -7.69 / -7.33
HOMO-LUMO gap (alpha / beta), eV: 7.156 / 7.513
Charge: +2

Atomic partial charges in e from the Mulliken method, atoms 1 to 8:
1 Ti -0.43
2 Cl -0.29
3 P 1.62
4 C 0.72
5 C -0.57
6 C -0.70
7 C -0.52
8 C -0.87

***

Entry 3:
Computed, not measured: the molecule C7H6N2O4 at a distorted geometry, with ωB97M-V/def2-TZVPD.

```
19
Properties=species:S:1:pos:R:3:forces:R:3
N 0.027 -1.912 2.434 -1.4 0.1 0.3
C -0.773 -1.077 1.613 2.2 0.2 6.5
O -1.269 -0.243 2.383 -1.5 0.9 -2.4
C -0.578 -0.968 0.218 0.9 0.8 -3.9
C -0.003 0.135 -0.365 1.3 3.2 2.2
N 0.427 1.302 0.442 -1.7 -3.3 -1.6
C 0.321 0.245 -1.851 -0.8 -0.7 -1.0
O 0.845 1.197 -2.364 0.3 0.5 0.9
C -0.201 -0.822 -2.823 -1.4 -1.4 1.6
O 0.557 -2.028 -2.847 -1.2 0.3 0.8
C -0.730 -2.127 -2.129 1.0 2.4 -1.9
C -0.795 -2.151 -0.617 -0.7 -1.9 1.1
O -1.159 -3.181 -0.037 0.4 0.9 -1.2
H -0.366 -1.810 3.408 1.0 -0.3 -1.6
H 0.447 -2.792 2.232 -0.1 -0.5 -0.7
H 0.685 2.170 -0.022 -0.3 -0.6 -0.1
H -0.161 1.331 1.282 0.5 0.4 -0.3
H -0.680 -0.358 -3.736 0.9 -1.0 0.9
H -1.497 -2.717 -2.648 0.5 0.1 0.3
```
Positions in Å, forces in eV/Å.

Values from the calculation:
Energy above the lowest of the compared OMol25 structures with the same formula, charge and spin, kJ/mol: 0.00
SMILES: NC(=O)C1=C(N)C(=O)[C@H]2O[C@H]2C1=O
E_LUMO, eV: -1.35
HOMO-LUMO gap, eV: 8.425

Atomic partial charges in e from the Mulliken method, atoms 1 to 8:
1 N -0.41
2 C 0.24
3 O -0.67
4 C 0.34
5 C 0.21
6 N -0.50
7 C 0.30
8 O -0.52

***

Entry 4:
Computed, not measured: a cluster of 2 separate species, C6H13NO2 in total at a distorted geometry, with ωB97M-V/def2-TZVPD.

```
22
Properties=species:S:1:pos:R:3:forces:R:3
C -1.325 -0.359 0.421 1.3 -0.7 1.2
C 0.688 -0.231 0.804 -4.8 -0.7 -0.8
C 0.742 0.666 -0.566 3.3 -0.1 1.6
C -2.167 0.759 -0.121 0.4 0.4 -0.1
C 0.694 -0.038 -1.894 -0.1 -0.3 0.1
N 0.992 -1.624 0.790 0.2 0.0 -0.2
C 2.064 0.721 0.183 0.5 3.6 -3.1
O -1.734 -0.769 1.676 -0.4 -0.1 0.3
O 2.470 1.760 0.778 -0.6 -1.7 0.1
H -1.915 0.008 2.227 0.0 -0.2 -0.2
H -1.265 -1.225 -0.232 0.1 -0.1 0.1
H 0.494 0.252 1.755 0.4 0.3 -0.2
H 0.240 1.625 -0.495 -0.2 -0.2 0.3
H 0.393 -2.168 1.403 -0.1 0.2 0.0
H 1.957 -1.829 1.020 -0.1 0.1 0.0
H 2.793 0.002 -0.243 -0.2 -0.5 0.8
H -1.983 0.922 -1.182 0.1 0.1 0.1
H -3.230 0.503 -0.025 0.2 -0.2 0.1
H -1.993 1.690 0.426 0.0 0.0 -0.1
H -0.306 -0.019 -2.339 0.1 0.0 0.0
H 0.990 -1.086 -1.809 0.0 0.1 0.1
H 1.402 0.441 -2.578 -0.2 0.0 0.0
```
Positions in Å, forces in eV/Å.

Values from the calculation:
Energy above the lowest of the compared OMol25 structures with the same formula, charge and spin, kJ/mol: 502.22
E_LUMO (alpha / beta), eV: 0.39 / 0.39
HOMO-LUMO gap (alpha / beta), eV: 7.907 / 7.906

Atomic partial charges in e from the Mulliken method, atoms 1 to 8:
1 C -0.08
2 C -0.07
3 C 0.31
4 C -1.36
5 C -1.52
6 N -0.62
7 C -0.26
8 O -0.52